{
  "formula": "C48H132N6O21",
  "method": "ωB97M-V/def2-TZVPD",
  "fmax_ha_per_bohr": 0.054,
  "orbital_gap_ev": 8.95,
  "charge": 0,
  "energy_ha": -3816.1329,
  "elements": ["H", "O", "O", "N", "N", "O", "H", "H", "H", "C", "H", "H", "H", "H", "H", "H", "C", "H", "H", "O", "H", "C", "H", "N", "C", "H", "H", "H", "H", "C", "C", "H", "C", "H", "H", "H", "H", "C", "H", "H", "H", "C", "H", "C", "H", "N", "N", "C", "C", "H", "H", "C", "C", "H", "H", "H", "H", "H", "H", "H", "H", "H", "H", "H", "C", "H", "H", "H", "H", "H", "H", "H", "H", "H", "C", "C", "C", "H", "O", "H", "H", "C", "H", "H", "O", "C", "H", "H", "C", "H", "O", "H", "O", "C", "H", "H", "H", "C", "H", "H", "H", "H", "C", "H", "H", "H", "H", "H", "H", "H", "H", "H", "H", "O", "O", "H", "H", "O", "H", "C", "H", "H", "C", "H", "H", "H", "H", "C", "O", "C", "C", "C", "H", "H", "H", "H", "H", "O", "H", "C", "C", "H", "H", "H", "H", "H", "H", "C", "C", "H", "H", "O", "H", "C", "H", "H", "C", "C", "H", "H", "H", "C", "H", "C", "H", "C", "H", "O", "H", "H", "H", "H", "C", "H", "H", "C", "H", "H", "O", "C", "H", "N", "H", "C", "O", "H", "O", "H", "H", "H", "H", "H", "H", "H", "C", "H", "H", "H", "H", "C", "O", "H", "C", "C", "H", "O", "O"],
  "xyz": [[-2.0595, -0.3120, -2.1725], [-4.5837, 3.6202, 8.9223], [-2.6847, 0.0801, -4.1642], [-1.0904, 2.0683, -2.7547], [7.6395, 3.8530, -4.1460], [2.3762, -3.6887, -3.9359], [-2.7730, -9.9076, 0.8987], [-1.5797, 4.4897, -1.8316], [0.5587, 3.2042, -3.5845], [-1.7246, -2.6671, 3.9108], [6.6615, 5.8334, -4.1113], [3.0497, -0.2053, -5.1420], [-4.0321, -1.8308, -0.6148], [-2.9029, 2.6265, 3.8299], [-5.3210, -1.4967, 7.2264], [-5.3430, -0.5300, 5.8301], [1.7756, 1.5208, 4.9898], [4.1332, -1.3715, 2.0107], [1.1446, -3.3129, -8.2934], [1.2358, 1.1431, 0.0592], [-0.1083, 0.6538, 1.6944], [-1.6605, 0.9525, 7.1849], [1.2266, -4.5989, -6.0980], [0.5850, -3.8492, -6.3139], [-3.5228, 6.6924, 0.1143], [-3.3590, 7.7005, 0.4951], [-2.2399, -2.6183, 4.8700], [0.6689, -10.5330, 2.2806], [-3.2772, 2.1240, -1.1622], [-3.0930, -8.0889, 1.9531], [1.4140, -0.8219, 4.8497], [0.2331, -7.4870, -9.3838], [-2.0011, 6.1705, -3.8661], [1.5109, -4.7041, -2.4246], [0.5663, 4.0283, -0.0059], [-1.8257, 2.2149, -3.4314], [1.6346, 0.2707, 0.0209], [-0.7732, 4.5349, -2.5634], [-2.0972, 6.4842, -4.9055], [-0.6588, -3.1135, 0.7223], [1.6129, -1.8775, -3.7204], [-1.6463, -0.1963, -3.1745], [-3.4116, -3.2083, 2.7712], [0.3450, -3.8085, -7.7428], [6.7740, 3.3843, -4.3729], [-2.7842, -7.2803, 0.7576], [-2.1296, 1.9067, 8.2280], [-2.7818, 0.3699, 6.3532], [8.2459, 3.9271, -5.4486], [-3.7190, -5.4655, -0.8971], [6.6835, 1.0191, -8.0740], [1.2810, -2.8108, -4.1753], [0.9865, -7.3619, -8.6062], [3.9225, -2.3467, -0.4461], [0.2878, -1.8390, -5.8179], [5.4294, -0.7627, 1.0424], [-0.4233, -5.0504, -9.2827], [1.2294, 2.4495, 5.1550], [-6.3815, 4.1055, 9.8441], [5.1898, 3.8187, 3.5175], [-3.2062, 1.1192, 5.6850], [-0.1102, 5.3112, -2.1813], [-0.3764, -10.9752, 0.9819], [-3.1601, 3.0610, 6.8628], [-0.0420, 1.0457, 0.6794], [-0.2685, -4.5918, 1.6958], [-5.3668, 0.9021, -0.7438], [-0.7191, -5.5593, -7.6302], [-2.9905, 6.0309, -3.4304], [1.5445, 5.9242, 2.3062], [-1.3090, 0.0850, 7.7435], [0.5714, 2.9427, -1.8428], [-4.0501, -0.8987, -3.0489], [4.0250, 0.2403, 1.3245], [3.0213, 0.8430, -3.5279], [-4.1999, 2.7006, -1.0966], [-0.4929, 0.7745, -3.1052], [-2.5683, 6.3225, -0.2601], [1.2221, -5.9657, -8.3611], [7.1509, 4.4284, -1.4369], [1.9324, -7.8556, -8.8290], [0.1227, -3.7880, 1.0721], [0.6252, -2.5947, 2.5607], [-6.3704, 2.2544, -1.3066], [-3.0109, 1.6850, 2.0308], [0.0489, -5.1912, -8.3105], [2.0610, -1.9751, 0.5124], [0.5985, -7.8197, -7.6962], [0.3630, -1.8919, 4.8905], [0.2031, 6.1447, 1.2890], [-3.7135, -0.3461, 7.1824], [-2.9870, 1.5006, 8.5745], [6.7202, 2.4011, -6.4619], [5.4745, 3.7260, 2.4694], [-5.4943, -1.6279, 2.9805], [4.0546, 1.1789, -3.6142], [2.1832, -0.9727, 5.6072], [7.3009, 5.1587, -3.5422], [6.5654, 0.2835, -6.4478], [2.7618, -3.4888, -1.9926], [-2.1653, -2.3130, 1.9168], [1.9619, -2.1596, -6.1590], [-3.4481, -2.7052, -0.9021], [3.7389, 4.2714, 1.7079], [-2.0179, -4.9524, -0.6497], [4.1258, -0.6858, -0.9434], [8.6040, 1.8066, -5.6811], [-1.5657, 3.6605, 7.3269], [0.3656, -3.1084, -3.6638], [-4.0072, -5.7368, 1.4857], [-4.1813, -8.1345, 1.9935], [-3.8519, 2.6703, 0.7587], [-0.5845, -3.2619, -7.9018], [-3.6612, -3.6947, 0.0823], [-4.1450, 5.8108, 1.0968], [-2.6423, 3.9641, 9.7474], [1.9615, 2.6780, 0.6443], [2.3124, -1.2550, -0.0706], [-0.7905, 0.5541, 0.0581], [-0.3815, -10.5635, 1.9912], [-1.1800, -1.1452, -3.4393], [-4.2039, -1.9254, 5.8828], [-5.4029, 1.7633, -1.4110], [-2.1707, -0.3197, 5.7707], [-3.7330, -3.0184, -1.9065], [-4.1703, 3.6062, -1.7025], [0.1840, 0.5475, -2.2816], [1.3583, 4.4759, 0.5945], [-1.2073, 4.9931, -3.8366], [4.6384, 3.6491, -1.3551], [-4.7601, -0.9615, 2.5278], [-5.3508, 4.4503, 9.7610], [-4.2210, 4.9342, 0.7131], [-4.1784, 6.7676, -0.7533], [5.2680, 2.7139, 2.1216], [1.9361, -0.9980, 3.9093], [7.5819, 4.5292, -6.0688], [0.7946, 0.4760, 4.8380], [5.1964, 3.0822, -0.6099], [6.5683, 4.8450, -2.2587], [3.7273, -1.3164, -0.1487], [-0.7857, -11.2909, 2.6952], [0.6507, -4.1816, 0.2035], [6.5461, 3.9105, 2.3944], [1.9278, 5.1008, -0.0935], [-3.1232, 0.8035, 2.3940], [-3.1271, -10.0465, 2.6184], [4.3422, -0.7819, 1.1181], [8.1181, 2.6179, -6.2230], [2.4314, 1.6313, -3.0602], [6.0538, 5.7088, -1.8377], [-4.4374, 3.1711, 0.1859], [8.5220, 2.6554, -7.2347], [-4.6608, -1.1134, 6.4484], [0.1173, 0.8071, -4.0078], [-5.3493, 1.4122, -2.4415], [-2.3074, 2.5019, 2.9255], [-3.7300, -0.8957, -4.0908], [8.1745, 5.6841, -3.1564], [-3.4078, -1.8802, -4.4298], [-0.1595, -1.6583, 5.8182], [-3.0183, -4.9799, -0.2178], [3.0248, -0.0579, -2.9143], [-3.0237, -5.8457, 1.0285], [-3.1073, 5.1178, 8.7334], [2.4995, -4.3100, -2.6597], [-4.5368, -0.5905, -4.7572], [5.3817, 4.0598, -2.5626], [0.2553, 4.7227, 2.3714], [0.8679, -2.8570, 4.9312], [2.3323, 1.5231, 4.0526], [-1.7980, -7.3399, 0.5482], [0.8350, 5.3585, 1.7022], [-2.7052, -7.6556, 2.8750], [9.2499, 4.3446, -5.5242], [6.3118, 1.1505, -7.0578], [4.1385, 4.5231, -0.9376], [-1.4509, -3.7096, 3.7481], [2.4645, 0.4544, -4.7625], [1.0679, -2.5927, -5.7103], [-4.7070, -1.0803, 1.4456], [-0.5630, -1.7635, 3.7594], [-1.4576, 6.9926, -3.4004], [-2.4791, 3.1994, 7.7026], [2.1942, 3.4774, 1.1223], [-5.0559, 0.0510, 2.8027], [4.6294, 4.6281, 1.7446], [-0.8405, 1.4152, 6.6357], [2.4939, 1.3603, 5.7938], [-0.4780, 2.0377, 0.7972], [5.2309, 1.1952, -7.1906], [-1.3460, 2.0228, 3.1109], [-2.1175, 3.5157, 2.5729], [-0.8453, -0.7938, 3.7729], [-2.7204, -2.3695, 2.8532], [-2.3477, -5.4411, 1.7817], [3.8116, 3.0086, -1.6621], [-2.3953, -2.4381, -0.9937], [-4.9106, 4.4622, 10.7581], [-3.2088, 4.0359, 8.8189], [-3.4233, -1.1071, 3.0666], [3.1930, -5.1491, -2.6046], [-2.5686, -9.4743, 1.8777], [-0.0727, 3.1480, -2.6978], [-5.3400, 5.4481, 9.3224], [-1.1833, -9.3892, 2.1843], [1.0936, -3.0811, 1.8784]],
  "atomic_forces_ev_per_a": [[-0.4, 0.2, 0.1], [0.9, -0.4, -0.3], [1.0, 0.0, 0.7], [1.0, 0.3, 0.0], [0.5, 0.4, 0.2], [0.6, -1.4, -1.2], [0.2, -0.1, -0.2], [-0.5, -0.3, -0.1], [0.1, -0.1, -0.3], [0.0, 0.8, -0.1], [0.1, 0.0, -0.6], [0.0, 0.0, -0.1], [0.1, 0.0, -0.1], [0.3, 0.0, 0.4], [0.1, -0.5, -0.1], [0.4, 0.4, -0.4], [-0.5, -0.5, -0.8], [-0.3, -0.2, 0.0], [0.2, 0.1, -0.2], [-1.0, 1.0, 0.5], [0.7, -0.5, 0.0], [-1.1, 0.5, 2.2], [0.3, 0.0, 0.0], [0.4, 0.3, 0.4], [-0.8, -1.0, 0.2], [-0.2, -0.2, 0.4], [0.3, 0.2, 0.4], [-0.1, 1.3, 0.1], [0.2, 0.3, -0.2], [-0.4, 0.8, -0.9], [0.2, 0.2, -1.5], [0.2, -0.1, -0.3], [0.8, -0.2, -0.1], [-0.1, -0.1, 0.5], [-0.3, 0.0, 0.3], [0.0, 0.7, -0.2], [0.3, -0.9, 0.0], [0.5, 0.1, -0.1], [-0.1, -0.4, -0.1], [-0.1, -0.1, 0.0], [-0.5, 0.6, -0.1], [0.2, -1.2, -0.8], [-0.3, 0.2, 0.0], [-0.3, -0.1, 0.0], [-0.5, -0.1, 0.7], [0.1, 1.0, 0.3], [0.4, -0.9, -0.1], [1.0, -0.4, -0.3], [-0.8, 0.2, -1.8], [0.4, -0.2, -0.5], [0.5, 0.1, 0.0], [1.0, 0.7, -0.2], [-0.2, 0.8, 0.7], [0.8, -0.1, 0.4], [-0.1, 0.1, 0.0], [0.1, 0.0, -0.1], [0.1, -0.3, -0.4], [0.1, 0.0, -0.1], [0.2, -0.3, -0.3], [0.3, -0.3, 0.3], [-0.6, -0.1, 0.0], [0.6, -0.1, 0.2], [-0.5, 0.2, -0.2], [-0.3, 0.5, -0.3], [-0.8, 0.8, -0.2], [-0.3, -0.2, -0.4], [0.0, 0.0, 0.1], [0.0, -0.8, 0.1], [0.0, 0.0, 0.2], [0.6, -0.5, -0.2], [0.6, 0.0, 0.0], [0.0, 0.1, 0.1], [-0.5, -0.4, 0.0], [-0.2, 0.0, -0.2], [0.4, -0.6, 0.3], [-1.7, -0.8, -0.7], [-1.0, 1.4, 0.2], [0.2, -0.2, 0.2], [0.0, -0.6, -0.2], [0.3, -0.5, -0.3], [-0.1, 0.3, -0.3], [0.9, 0.5, 0.8], [-0.7, 0.6, 0.4], [0.2, 0.2, 0.2], [-0.4, 0.4, -1.3], [0.1, 0.9, 0.5], [-0.6, -0.3, 0.6], [-0.2, -0.1, 0.1], [-0.3, 1.0, 0.8], [-0.4, -0.2, -0.1], [0.6, 0.8, -1.0], [-0.2, -0.1, 0.4], [-0.6, -0.8, 0.4], [-1.4, 0.1, 0.1], [0.2, -0.4, 0.0], [0.1, 0.2, -0.1], [-0.3, 0.3, 0.5], [-0.1, -1.3, 1.3], [0.2, 0.0, 0.1], [0.1, -0.4, 0.7], [-0.3, 0.1, -0.3], [0.4, -0.2, -0.1], [0.2, -0.2, 0.0], [-0.3, -0.5, -0.1], [0.1, 0.6, -0.2], [-0.6, 0.0, -0.4], [-0.2, -0.4, 0.1], [-0.1, 0.4, 0.2], [-0.2, -0.4, -0.1], [-0.2, -0.1, -0.1], [-0.1, 0.0, 0.3], [0.0, -0.3, 0.8], [0.0, 0.4, -0.1], [1.2, -0.9, 0.0], [1.0, 1.8, -0.3], [-0.2, -1.0, 0.5], [0.2, -1.0, -0.1], [-0.1, 0.4, -0.7], [0.2, -0.5, -0.2], [-1.1, -0.7, 0.7], [-0.2, -0.5, 0.0], [0.1, 0.0, -0.1], [0.7, 0.4, -0.9], [-0.6, -0.5, -0.8], [-0.4, -0.2, -0.1], [0.1, -0.4, -0.7], [0.0, -0.6, 0.1], [0.5, 1.2, -0.1], [-0.5, -0.6, -0.4], [-0.1, 0.7, -1.6], [1.0, -0.1, 0.3], [0.5, 0.2, -0.1], [-0.1, -0.5, -0.3], [-0.1, 0.2, -0.1], [0.2, -0.3, 0.1], [0.4, 0.5, -0.5], [0.2, 0.9, -0.3], [0.8, -0.7, 1.1], [0.5, 0.4, -0.1], [-2.7, 0.2, 0.6], [0.1, 0.2, -0.1], [-0.1, -0.6, -0.2], [0.0, -0.1, 0.1], [-0.2, 0.5, -0.4], [0.2, 0.1, -0.3], [0.2, -0.3, 0.3], [0.2, -0.4, 0.2], [0.8, -0.4, 0.6], [-0.3, -0.5, -0.3], [-0.1, -0.2, -0.2], [0.8, 0.9, 0.1], [0.4, 0.7, 1.4], [0.8, 0.4, 0.1], [-0.4, 0.2, 1.1], [-0.1, -0.1, -0.4], [0.0, -0.2, -0.1], [0.3, -0.2, 0.9], [0.6, 0.9, 0.1], [0.4, 0.1, -0.7], [0.3, -0.2, 0.2], [-0.4, -0.7, 0.4], [-1.7, 0.1, 0.2], [0.0, 0.2, 0.7], [-0.5, -0.1, 0.4], [-0.5, 0.3, -1.1], [-1.4, 1.3, -0.5], [0.0, 0.2, 0.2], [0.1, -1.5, 1.2], [-0.2, 0.2, 0.2], [-0.3, -0.2, 0.0], [0.2, 0.6, -0.1], [0.3, -0.4, 0.0], [-0.8, 0.1, 0.1], [0.0, 0.3, 0.2], [0.1, -0.2, 0.4], [0.1, 1.0, 0.2], [0.4, 0.1, 0.4], [0.5, 0.0, 0.1], [-0.3, 0.4, -0.6], [-0.7, -1.1, 1.3], [-0.3, 0.0, 0.0], [0.3, -1.1, 0.8], [-0.1, 0.1, 0.5], [-0.9, 0.6, 0.7], [0.1, 0.0, 0.3], [0.0, 0.0, -0.2], [1.6, 0.6, 0.0], [-0.2, -0.3, -0.3], [-0.2, -0.2, 0.3], [0.4, 0.3, -0.2], [0.0, 0.1, 0.4], [0.2, 0.2, 0.5], [-0.2, -0.2, -0.7], [-0.4, 0.2, -0.2], [-1.1, 0.6, -1.0], [0.4, 0.0, 0.1], [0.2, -0.1, -0.4], [0.3, 0.2, 0.2], [0.0, 0.2, 0.2], [0.4, -0.2, -0.5], [0.1, -0.5, 0.3], [0.3, 0.4, -0.6], [0.4, -0.4, 0.1], [-1.7, 0.7, -0.2], [-0.2, 0.3, 0.3], [1.3, 0.0, -0.6], [0.5, -0.7, -1.4]]
}